Here is a cluster of 7 separate species, C26H72N6O7 in total at a distorted geometry from OMol25. Energies are from ωB97M-V with the def2-TZVPD basis set.

Geometry as XYZ:
```
111
Properties=species:S:1:pos:R:3:forces:R:3:lowdin_charge:R:1
O -4.547 0.320 3.071 0.37 0.16 -0.08 -0.201
O -1.965 2.593 -3.988 -1.07 0.16 -0.38 -0.216
O 4.022 -0.317 -3.045 0.42 1.36 0.57 -0.215
O 3.090 2.614 0.400 0.35 0.09 -0.82 -0.201
O 0.052 -1.835 0.462 -0.71 0.51 0.83 -0.134
O 1.183 -1.505 4.831 -0.03 1.80 -0.35 -0.212
O -3.884 -1.417 -1.999 0.22 -0.61 0.65 -0.207
N 2.111 -4.245 2.491 -1.60 0.59 0.63 0.034
N -1.958 -0.619 2.104 -0.91 -0.59 -0.66 0.068
N 4.940 0.917 2.995 0.38 -2.16 -0.50 0.037
N 4.467 2.536 -3.750 0.34 -0.55 1.23 0.054
N -2.495 5.297 -1.472 0.92 -1.51 0.24 0.031
N -1.496 -4.233 -1.796 0.79 -0.82 0.08 0.050
C -3.758 5.092 -3.493 1.22 -0.42 -0.34 -0.062
C -3.362 -2.647 -1.498 -0.35 -0.27 0.26 -0.195
C 2.897 -3.745 4.807 -0.80 0.47 -0.43 -0.055
C -2.585 -2.846 3.155 -0.67 0.92 -0.84 -0.026
C 3.198 1.881 -3.552 -0.31 0.76 1.36 -0.451
C -1.640 3.691 -3.128 -1.27 -0.60 -1.22 -0.196
C 1.908 3.378 0.251 1.29 0.52 2.17 -0.098
C -2.907 4.302 -2.500 0.27 0.52 0.46 -0.411
C 4.569 1.221 1.607 0.57 0.43 0.45 -0.422
C -2.891 -3.826 -3.746 -1.19 -2.56 0.25 -0.073
C -4.747 -0.801 -1.028 0.80 0.34 -1.28 -0.084
C 1.641 -1.961 3.571 -0.94 -2.18 0.82 -0.214
C 1.755 -3.495 3.789 1.75 -0.67 -1.98 -0.352
C 3.156 0.414 -3.905 0.03 -1.32 -0.61 -0.207
C 3.234 1.946 1.626 -1.31 -0.41 0.27 -0.215
C 1.443 -0.106 5.015 0.33 -0.33 0.89 -0.099
C -3.879 -0.802 3.645 -0.57 0.95 -0.48 -0.222
C 3.811 -1.698 -2.926 0.04 1.01 -1.32 -0.098
C -3.070 -1.475 2.578 0.70 -0.68 0.42 -0.393
C -2.082 1.325 -3.323 0.78 1.36 0.14 -0.083
C 0.918 -0.704 0.580 -0.94 0.43 -0.38 -0.334
C 4.652 0.004 0.692 -0.66 -0.10 0.30 -0.048
C -5.477 0.882 3.980 0.03 -0.14 -0.99 -0.101
C 2.112 2.676 -4.255 0.22 -0.89 -0.80 -0.053
C -2.331 -3.275 -2.449 -0.80 1.92 -0.84 -0.466
C 0.727 0.189 -0.629 0.05 -0.06 -1.02 -0.065
H 5.118 1.686 3.596 0.14 0.88 0.16 0.053
H -3.163 6.007 -1.267 -0.72 0.31 -0.12 0.049
H -1.227 -0.466 2.770 0.20 0.01 0.73 0.070
H -3.937 4.518 -4.396 -0.36 -0.08 0.00 0.079
H 2.940 -4.756 5.189 -0.25 -0.19 0.15 0.070
H -3.714 -1.605 1.687 0.31 -0.35 0.53 0.117
H 1.090 0.118 6.028 -0.14 0.12 -0.28 0.085
H -4.659 -1.418 4.082 0.08 -0.62 0.17 0.127
H -2.157 -4.009 -4.531 0.23 0.71 0.01 0.070
H 0.865 -0.388 -1.557 0.10 0.05 0.26 0.073
H -3.466 -3.484 3.109 0.32 -0.52 -0.27 0.081
H 1.145 2.870 0.818 -1.03 -0.15 -0.44 0.079
H 1.906 3.638 -3.847 0.05 0.67 0.74 0.064
H -4.216 -3.287 -1.240 0.11 -0.36 -0.24 0.131
H 4.628 -2.069 -2.340 0.34 -0.46 0.14 0.086
H -4.865 0.173 -1.521 -0.59 -0.01 0.70 0.087
H -4.982 1.036 4.926 -0.10 0.42 0.51 0.084
H -1.735 -3.174 2.579 0.01 -0.58 -0.42 0.063
H -2.252 4.852 -0.587 -0.01 0.14 -0.32 0.070
H 2.646 -1.629 3.360 0.32 0.64 -0.33 0.115
H 3.079 2.636 2.504 0.61 -0.36 -0.64 0.138
H 2.951 -3.969 2.033 1.46 0.43 0.55 0.037
H 2.417 1.185 1.734 0.41 0.38 0.00 0.106
H -0.825 -1.510 0.807 0.63 -0.33 -0.24 0.041
H 2.876 -1.883 -2.450 -0.91 -0.39 0.54 0.067
H 2.389 2.879 -5.304 -0.19 -0.40 0.17 0.089
H 2.983 1.907 -2.439 0.14 -0.05 -0.93 0.135
H -3.453 3.417 -2.100 -0.11 0.70 0.00 0.130
H 0.902 -1.743 2.785 0.46 0.05 0.13 0.088
H 0.723 -0.073 1.485 0.06 -0.75 -0.35 0.089
H -5.696 -1.348 -0.941 0.14 0.16 0.09 0.092
H -6.310 0.200 4.084 -0.35 -0.34 0.39 0.081
H -3.253 -4.879 -3.592 0.01 0.73 0.22 0.087
H 0.972 0.590 4.294 -0.02 -0.55 0.04 0.081
H -3.763 -3.288 -4.118 0.32 0.35 -0.07 0.077
H 3.782 -2.089 -3.945 0.14 -0.69 0.08 0.091
H -0.259 0.653 -0.744 -0.20 -0.37 0.51 0.071
H -2.862 -2.441 -0.549 0.29 0.03 0.17 0.102
H 0.800 -3.939 4.086 0.16 0.29 0.22 0.130
H -1.054 0.981 -3.292 0.18 -0.69 0.50 0.067
H 3.471 0.212 -4.948 -0.04 0.31 0.11 0.136
H 5.731 0.249 3.071 -0.85 0.79 -0.22 0.088
H -3.216 5.994 -3.783 0.21 -0.05 -0.04 0.082
H 1.405 1.025 -0.664 0.64 0.20 0.10 0.037
H 1.918 -1.116 0.651 0.28 0.22 -0.04 0.090
H 3.857 -3.554 4.340 0.17 0.11 -0.29 0.071
H -2.656 0.657 -3.947 -0.36 -0.07 0.07 0.086
H 5.675 -0.296 0.622 0.89 -0.17 -0.05 0.067
H -1.136 4.410 -3.764 0.25 0.25 0.12 0.126
H -4.646 5.444 -3.019 -0.96 -0.06 0.20 0.062
H 5.247 1.937 -3.511 0.03 0.23 -0.24 0.074
H -5.894 1.789 3.529 0.40 0.02 0.27 0.093
H 4.576 3.044 -4.593 0.12 0.07 -0.82 0.053
H 2.530 0.091 5.030 -0.26 -0.09 -0.30 0.083
H 1.480 -3.942 1.750 -0.72 -0.22 0.33 0.043
H -0.739 -4.480 -2.425 -0.15 -0.25 -0.04 0.078
H -3.170 -0.485 4.406 -0.03 0.18 0.52 0.131
H -1.857 -2.374 -2.856 0.86 0.30 0.58 0.127
H 2.053 4.349 0.742 -0.01 0.06 0.25 0.091
H 1.736 3.648 -0.758 -0.41 -0.53 -1.16 0.072
H 5.277 1.894 1.124 0.16 0.54 0.14 0.132
H 4.118 -0.890 1.034 -0.27 0.29 0.10 0.066
H 1.212 2.077 -4.207 -0.48 0.11 -0.30 0.063
H -1.017 -3.967 -0.939 -0.44 0.62 -0.09 0.063
H 4.345 0.270 -0.319 -0.21 -0.01 0.01 0.075
H -2.266 -2.875 4.190 0.05 0.69 0.35 0.076
H -4.262 -0.677 -0.040 -0.18 -0.10 -0.48 0.067
H 2.775 -3.006 5.597 0.07 -0.31 0.30 0.071
H -2.486 1.442 -2.292 0.05 -0.33 -0.67 0.085
H 2.136 0.002 -3.831 -0.01 0.25 0.22 0.116
H -0.992 3.237 -2.427 0.99 0.31 1.39 0.093
H -2.381 0.266 1.867 0.20 0.38 -0.07 0.085
```
Positions in Å, forces in eV/Å.

Calculated values
SMILES string = COC[C@H](C)N.COC[C@H](C)N.COC[C@H](C)N.COC[C@H](C)N.COC[C@H](C)N.COC[C@H](C)N.CCO
Frontier orbital gap = 9.1023 eV
Total charge = 0
Highest occupied orbital energy = -8.791 eV
DFT total energy = -1888.848416 Eh